Molecular formula: C37H92N4O16Sr
Method: DFT, wB97M-V/def2-TZVPD

Calculated values
DFT total energy ... -79414.012 eV
Highest occupied orbital energy ... -7.670 eV
Max |F| ... 0.1193 hartree/bohr
Frontier orbital gap ... 6.693 eV
Total charge ... 0

Each line ends with the Mulliken charge.
Atoms and positions in Å:
Sr -17.32768 4.06583 -16.65878  0.87
C -19.93558 4.00304 -12.78898  0.29
C -19.26769 4.24196 -13.99040  -0.02
C -19.07212 5.78252 -14.44968  1.29
O -18.45395 6.00466 -15.50320  1.54
C -19.76673 6.82787 -13.74256  -0.81
C -20.47516 6.47591 -12.60096  1.75
C -20.40754 5.04819 -12.07693  0.01
O -20.89498 4.69518 -10.92912  -1.09
O -21.25818 7.42927 -12.17521  -0.95
O -18.83429 3.41066 -14.73676  -1.38
H -19.95440 2.98310 -12.43433  0.54
H -19.74553 7.79315 -14.22648  -1.71
C -20.37089 9.71337 -9.12754  -0.33
O -20.93389 8.75033 -8.22687  -0.53
H -20.73259 10.67774 -8.77080  0.42
H -19.28916 9.84591 -9.10756  0.27
H -20.76268 9.52986 -10.12801  -0.07
H -20.64338 8.87009 -7.31975  0.27
C -18.55242 9.82239 -17.99835  -1.81
C -18.70492 8.79778 -16.88392  1.19
O -17.49154 8.38854 -16.38680  -0.31
H -19.52012 10.14376 -18.38356  0.41
H -18.10527 9.42466 -18.90937  0.41
H -18.02153 10.70791 -17.64890  0.21
H -19.36277 7.97424 -17.16162  -0.57
H -19.20434 9.31583 -16.06520  -0.15
H -17.69587 7.60241 -15.87509  -0.24
C -16.31955 7.96091 -10.08334  -1.70
C -17.36987 8.37760 -11.15565  0.24
O -17.16880 7.57823 -12.31610  -0.45
H -15.34110 8.31714 -10.40559  0.36
H -16.33515 6.90443 -9.81556  0.31
H -16.58038 8.45457 -9.14719  0.37
H -17.25519 9.43016 -11.41465  0.16
H -18.36927 8.19169 -10.76229  0.24
H -18.04838 7.34615 -12.62282  0.02
C -22.20668 7.99018 -16.42951  -0.29
C -22.90148 8.68469 -15.22851  -0.65
O -22.00937 9.32704 -14.38970  -0.46
H -22.88403 7.24835 -16.85260  0.45
H -21.33881 7.44645 -16.05635  -0.25
H -21.86463 8.70533 -17.17762  0.27
H -23.43178 7.92727 -14.65127  0.33
H -23.50316 9.43564 -15.74051  0.35
H -21.69213 8.69558 -13.73993  0.12
C -17.40292 2.66706 -10.13784  -0.54
C -18.63825 1.89885 -9.67024  -0.05
O -19.47952 2.80390 -9.00820  -0.60
H -17.67895 3.51862 -10.75973  -0.11
H -16.66239 2.07688 -10.67764  0.32
H -16.90739 3.06116 -9.25057  0.38
H -18.30027 1.04794 -9.07878  0.39
H -19.14983 1.32622 -10.44385  -0.09
H -20.00140 3.35840 -9.59281  0.38
C -19.84400 -1.08246 -13.76614  -1.32
C -19.48006 0.44595 -13.71969  0.04
O -20.12712 1.17000 -14.70647  0.31
H -20.92488 -1.09715 -13.62620  0.16
H -19.39375 -1.59060 -12.91340  0.41
H -19.48373 -1.63862 -14.63157  0.32
H -18.40074 0.58357 -13.78466  0.20
H -19.70107 0.87061 -12.74044  -0.02
H -19.88643 2.07834 -14.51001  -0.53
C -20.02472 4.70753 -20.24432  -1.30
C -19.54011 5.58910 -19.13499  -0.19
O -19.43533 4.79087 -17.99602  0.51
H -20.25192 5.24275 -21.16629  0.50
H -20.91913 4.14352 -19.97969  0.14
H -19.31163 3.97601 -20.62445  0.29
H -20.35381 6.30443 -19.01538  0.17
H -18.61001 6.08941 -19.40462  0.42
H -20.28259 4.37073 -17.83096  -0.24
C -23.22840 4.12360 -16.41846  -1.05
C -22.06810 3.06827 -16.44349  0.74
O -21.49960 3.19733 -17.72253  -0.53
H -22.81194 5.07128 -16.75986  0.15
H -23.67688 4.30598 -15.44188  0.13
H -24.06060 3.87214 -17.07597  0.37
H -22.35633 2.05029 -16.18129  0.34
H -21.40373 3.39706 -15.64437  -0.55
H -22.01064 2.73199 -18.38879  0.20
C -15.23012 11.75523 -15.31202  -1.54
C -16.01321 11.19218 -14.06906  0.36
C -17.54199 11.46243 -14.11000  0.06
O -18.12629 11.20236 -12.80169  -0.40
C -19.50256 10.87294 -12.89399  0.00
N -15.70401 9.72064 -14.04324  -0.51
H -15.65674 11.54668 -16.29314  0.28
H -14.22693 11.36342 -15.47989  0.42
H -15.06424 12.82825 -15.21607  0.40
H -15.65569 11.64268 -13.14314  0.39
H -17.94644 10.85729 -14.92138  -0.33
H -17.80944 12.50342 -14.29139  0.41
H -19.53088 9.96872 -13.50200  -0.22
H -20.02955 11.67156 -13.41608  0.44
H -20.07382 10.65334 -11.99203  0.05
H -16.27962 9.22057 -13.38090  0.25
H -15.88931 9.35416 -14.96598  -0.12
C -23.84809 3.48036 -12.30718  -0.99
C -23.67215 2.08727 -11.64196  0.28
C -23.13107 1.07224 -12.69607  0.32
O -24.00499 0.76822 -13.74753  -0.42
C -23.63503 -0.37291 -14.42366  -0.53
N -22.72697 2.30451 -10.55393  -0.63
H -24.28159 4.14979 -11.56418  0.39
H -24.41157 3.42521 -13.23860  0.40
H -22.90275 3.85225 -12.70230  -0.06
H -24.65482 1.74999 -11.31225  0.42
H -22.88330 0.15946 -12.15427  0.36
H -22.26466 1.48151 -13.21561  -0.51
H -24.40668 -0.63483 -15.14758  0.27
H -23.50933 -1.23011 -13.76221  0.40
H -22.68645 -0.36496 -14.96052  -0.03
H -23.22774 2.83079 -9.85224  0.34
H -22.00366 2.96971 -10.78723  0.19
C -18.17325 -0.30653 -17.40703  -1.72
C -18.62498 0.86879 -18.22257  0.28
C -19.97441 0.59271 -18.91212  -0.35
O -19.86241 -0.51747 -19.77061  -0.43
C -21.01775 -0.85780 -20.50330  -0.77
N -18.82686 1.95394 -17.23098  0.51
H -18.79445 -0.55341 -16.54607  0.34
H -17.12984 -0.28985 -17.09222  0.31
H -18.21058 -1.15285 -18.09293  0.49
H -17.87480 1.11956 -18.97254  0.26
H -20.32934 1.45667 -19.47399  0.19
H -20.73006 0.32620 -18.17316  0.36
H -20.93037 -1.69052 -21.20119  0.29
H -21.27228 0.04533 -21.05797  0.31
H -21.90218 -1.09193 -19.91081  0.30
H -19.74894 2.26558 -17.50072  -0.09
H -19.15408 1.56394 -16.35867  0.31
C -14.08043 7.36636 -17.04167  -1.44
C -14.83167 6.06177 -16.69840  -0.13
C -14.93365 5.94493 -15.15090  -0.26
O -15.57869 4.71499 -14.86105  -0.14
C -15.75162 4.46071 -13.48501  -0.67
N -16.11808 6.15133 -17.38453  0.09
H -13.86960 7.51731 -18.10038  0.42
H -13.14092 7.29858 -16.49320  0.45
H -14.58653 8.24424 -16.64005  0.26
H -14.31841 5.17325 -17.06610  0.35
H -15.49041 6.84151 -14.87839  -0.11
H -13.94179 5.91907 -14.69963  0.67
H -14.78602 4.70308 -13.04120  0.46
H -15.95249 3.41180 -13.26699  0.13
H -16.58190 5.05819 -13.10850  0.04
H -15.90639 6.32019 -18.35755  0.26
H -16.58954 6.99684 -17.09652  0.23

Atoms 1-2, force components in eV/Å:
Sr -1.25 -0.21 0.62
C 2.15 -0.94 -3.53